The following is a quantum chemistry calculation of the molecule C5H15N3, from OMol25.

Output
Max |F| in eV/Å: 2.89
SMILES: NCCCNCCN
E_LUMO in eV: 0.988
Relative energy (zero: lowest compared OMol25 entry of this formula, charge and spin) in kcal/mol: 41.0
Kohn-Sham gap in eV: 9.711
HOMO level in eV: -8.72
Spin multiplicity: 1

Each line ends with the Löwdin charge.
CARTESIAN COORDINATES (ANGSTROEM)
N (2.10738, -2.03817, -1.17383)  -0.009
N (-2.47086, 0.27682, -1.15175)  -0.013
N (0.70773, 0.32602, 1.40610)  -0.070
C (2.17823, -0.93366, -0.21727)  -0.275
C (-1.37732, 1.28120, -1.03361)  -0.282
C (1.04502, -1.00896, 0.89299)  -0.208
C (-0.72092, 0.62207, 1.46346)  -0.236
C (-1.21719, 1.66043, 0.44076)  -0.207
H (-2.28797, -0.44461, -0.46900)  0.032
H (1.17911, -2.41481, -1.25299)  0.050
H (3.18364, -0.78299, 0.15615)  0.106
H (-2.50726, -0.17237, -2.06243)  0.062
H (-1.29252, -0.28128, 1.22999)  0.092
H (1.13280, 1.04566, 0.83252)  0.085
H (0.17432, -1.37510, 0.35522)  0.093
H (-0.43930, 0.86750, -1.43678)  0.095
H (-0.56861, 2.54527, 0.40834)  0.109
H (1.89885, 0.02258, -0.70812)  0.089
H (-2.22221, 1.99162, 0.71801)  0.109
H (-1.68083, 2.12418, -1.65430)  0.104
H (1.59292, -1.61657, 1.62256)  0.107
H (-1.07472, 1.08742, 2.38656)  0.106
H (2.65971, -2.78225, -0.75257)  0.064

=====

The following is a quantum chemistry calculation of the molecule C5H15N3, from OMol25.

Output
Max |F| in eV/Å: 4.02
SMILES: NCCCCNCN
E_LUMO in eV: 1.028
Relative energy (zero: lowest compared OMol25 entry of this formula, charge and spin) in kcal/mol: 53.9
Kohn-Sham gap in eV: 9.810
HOMO level in eV: -8.78
Spin multiplicity: 1

Each line ends with the Löwdin charge.
CARTESIAN COORDINATES (ANGSTROEM)
N (1.40959, 0.34979, -1.05226)  -0.060
N (2.34818, 1.90099, -2.68235)  0.016
N (-2.62855, -1.02523, 2.30047)  0.010
C (0.16174, -1.29638, 0.49847)  -0.213
C (0.31866, -0.57640, -0.81006)  -0.311
C (1.12483, 1.18439, -2.29413)  -0.269
C (-0.29128, -0.57866, 1.77622)  -0.237
C (-1.69139, -0.01269, 1.83436)  -0.286
H (-0.61388, -0.15745, -1.01863)  0.070
H (3.11348, 1.64520, -2.12283)  0.041
H (-2.46878, -1.94677, 2.06493)  0.033
H (1.58693, 0.89518, -0.18899)  0.111
H (0.01976, -1.26097, 2.52550)  0.083
H (0.86952, 0.56658, -3.14514)  0.097
H (-3.56616, -0.74429, 2.31764)  0.044
H (0.28197, 1.87360, -2.17382)  0.110
H (2.28946, 2.84450, -2.56948)  0.012
H (0.44829, 0.33247, 2.06110)  0.145
H (1.18081, -1.71824, 0.80198)  0.129
H (-0.55090, -2.16792, 0.33199)  0.130
H (-1.69132, 0.96099, 2.43831)  0.131
H (0.30150, -1.26843, -1.72485)  0.137
H (-1.95247, 0.19975, 0.83158)  0.076

=====

The following is a quantum chemistry calculation of a cluster of 2 separate species, C5H15N3O in total, from OMol25.

Output
Max |F| in eV/Å: 3.32
SMILES: CC(N)(N)O.CC(C)=N
E_LUMO in eV: 0.827
Relative energy (zero: lowest compared OMol25 entry of this formula, charge and spin) in kcal/mol: 28.8
Kohn-Sham gap in eV: 9.277
HOMO level in eV: -8.45
Spin multiplicity: 1

Each line ends with the Löwdin charge.
CARTESIAN COORDINATES (ANGSTROEM)
O (-1.53797, 0.43826, 1.05399)  -0.081
N (-0.81291, -1.75276, 1.24009)  0.073
N (0.32469, 1.95456, 0.06825)  0.127
N (-2.90326, -1.25369, 0.25609)  0.061
C (-1.55430, -0.78633, 0.46998)  -0.743
C (1.87416, 0.40986, 1.00904)  -0.039
C (-0.83955, -0.80536, -1.10321)  -0.006
C (2.19351, 1.27032, -1.37349)  -0.034
C (1.38861, 1.27147, -0.11067)  -0.452
H (1.37862, 0.67775, 1.94128)  0.088
H (-0.76058, 1.13799, 0.69084)  0.063
H (-3.35343, -1.44011, 1.14681)  0.073
H (1.77451, 1.93981, -2.12513)  0.081
H (-1.22630, 0.00545, -1.71225)  0.057
H (2.23123, 0.25956, -1.77825)  0.084
H (0.04241, 2.54933, -0.70454)  0.091
H (-3.44371, -0.55596, -0.24354)  0.074
H (1.61518, -0.63723, 0.80830)  0.076
H (3.21999, 1.58304, -1.15846)  0.087
H (0.24040, -0.83678, -1.07863)  0.022
H (-0.88707, -2.68049, 0.84412)  0.081
H (-0.74322, -1.50527, 2.21824)  0.082
H (-1.17510, -1.75933, -1.48862)  0.049
H (2.95412, 0.51590, 1.12975)  0.084

=====

The following is a quantum chemistry calculation of a cluster of 2 separate species, C5H15N3O in total, from OMol25.

Output
Max |F| in eV/Å: 3.63
Net charge: +2
E_LUMO in eV: -7.538
Relative energy (zero: lowest compared OMol25 entry of this formula, charge and spin) in kcal/mol: 28.2
Kohn-Sham gap in eV: 11.271
HOMO level in eV: -18.81
Spin multiplicity: 1

Each line ends with the Löwdin charge.
CARTESIAN COORDINATES (ANGSTROEM)
O (-2.50314, 1.59564, 0.43350)  0.012
N (1.78108, 0.98524, -0.74756)  0.083
N (-2.49790, 0.49265, -0.34625)  -0.016
N (-2.20464, -0.98760, 1.45611)  0.149
C (2.10550, 1.95864, 0.30751)  0.018
C (0.96924, -1.13671, -1.71746)  0.013
C (-2.27120, -0.73150, 0.12079)  -0.101
C (1.29122, -0.20169, -0.62899)  -0.302
C (1.12282, -0.85124, 0.67522)  -0.015
H (0.90550, -0.04042, 1.41068)  0.098
H (0.09567, -1.72005, -1.50214)  0.079
H (2.06593, -1.25449, 1.03515)  0.124
H (-2.52477, -1.69140, -0.44070)  0.197
H (-1.92736, -0.18979, 2.17474)  0.192
H (1.81309, 1.56741, 1.19716)  0.036
H (0.50786, -1.84930, 0.60286)  0.136
H (-2.87555, 0.70672, -1.27549)  0.198
H (3.24942, 2.06489, 0.34251)  0.157
H (1.62129, 2.91301, 0.21365)  0.108
H (2.09330, 1.27738, -1.76316)  0.243
H (1.65856, -1.90313, -1.65022)  0.098
H (-2.02261, -1.94938, 1.85596)  0.165
H (-3.35612, 1.75167, 0.99947)  0.209
H (0.90284, -0.80654, -2.75337)  0.118

=====

The following is a quantum chemistry calculation of a cluster of 2 separate species, C5H15N3S in total, from OMol25.

Output
Max |F| in eV/Å: 4.04
Net charge: +2
E_LUMO in eV: -7.889
Relative energy (zero: lowest compared OMol25 entry of this formula, charge and spin) in kcal/mol: 24.1
Kohn-Sham gap in eV: 9.538
HOMO level in eV: -17.43
Spin multiplicity: 1

Each line ends with the Löwdin charge.
CARTESIAN COORDINATES (ANGSTROEM)
S (-1.51949, 2.86773, -1.78740)  0.994
N (1.45696, -1.45772, -0.42507)  0.036
N (-0.57487, 0.49428, -0.74561)  -0.136
N (-1.02794, 0.50815, 3.26887)  0.041
C (-0.61715, -0.39727, 0.43774)  -0.130
C (-1.03868, 1.72491, -0.62101)  -0.437
C (1.47618, -0.58859, -1.66790)  -0.090
C (0.82104, -0.85786, 0.88126)  -0.033
C (0.04040, -0.10222, -2.02118)  -0.091
H (-1.12636, -0.23693, 3.87185)  0.012
H (0.98636, -2.40517, -0.77569)  0.242
H (-1.09936, 1.98319, 0.49639)  0.147
H (-0.95061, 0.08271, 1.31579)  0.029
H (-1.41922, 2.03496, -2.98283)  -0.003
H (-0.33785, 1.12945, 3.73685)  0.071
H (2.33373, -1.86910, -0.18310)  0.160
H (-0.65398, -0.93370, -2.57778)  0.196
H (2.12209, 0.27995, -1.34315)  0.160
H (-1.74637, 1.18303, 3.48226)  0.047
H (-1.25776, -1.36760, 0.27159)  0.188
H (1.52434, -0.05602, 1.23494)  0.157
H (0.07255, 0.71708, -2.85153)  0.128
H (1.88674, -1.00808, -2.60195)  0.153
H (0.64927, -1.72517, 1.58664)  0.160

=====

The following is a quantum chemistry calculation of a cluster of 2 separate species, C5H15N4 in total, from OMol25.

Output
Max |F| in eV/Å: 4.78
Net charge: +1
E_LUMO in eV: -2.912
Relative energy (zero: lowest compared OMol25 entry of this formula, charge and spin) in kcal/mol: 85.1
Kohn-Sham gap in eV: 10.069
HOMO level in eV: -12.98
Spin multiplicity: 1

Each line ends with the Löwdin charge.
CARTESIAN COORDINATES (ANGSTROEM)
N (-1.20044, 1.30635, -0.41508)  -0.010
N (0.31094, -0.32776, 0.11558)  -0.243
N (0.71981, -0.85461, -2.28850)  0.114
N (-0.90360, 0.66665, -1.67590)  0.019
C (-0.22347, -0.54130, -1.34046)  -0.410
C (-0.78841, 1.07041, 1.84278)  -0.043
C (0.55977, -1.60932, 0.89713)  0.043
C (-0.98122, 0.30251, 0.60131)  -0.403
C (1.45699, 0.60273, 0.08351)  -0.022
H (-0.30439, 1.31249, -2.16727)  0.129
H (2.10332, 0.57430, 1.03879)  0.133
H (2.07395, 0.52052, -0.78820)  0.084
H (1.19881, 1.77494, 0.14805)  0.164
H (0.43195, -1.19512, -3.19252)  0.123
H (1.47518, -1.40892, -1.88778)  0.110
H (-1.03302, 2.19637, 1.70781)  0.132
H (0.25689, 0.97483, 2.28252)  0.100
H (-0.29650, -2.39308, 0.66168)  0.142
H (-1.34992, -1.63007, -1.05805)  0.236
H (0.35356, -1.20189, 1.92493)  0.112
H (-2.22567, 1.54996, -0.45967)  0.167
H (-1.50586, 0.70558, 2.63498)  0.108
H (-1.69470, -0.47057, 0.61305)  0.121
H (1.56603, -1.92501, 0.72129)  0.094

=====

The following is a quantum chemistry calculation of a cluster of 2 separate species, C5H15N4O in total, from OMol25.

Output
⟨S²⟩: 0.75
Max |F| in eV/Å: 4.30
Net charge: +2
E_LUMO (alpha / beta) in eV: -7.303 / -12.287
Relative energy (zero: lowest compared OMol25 entry of this formula, charge and spin) in kcal/mol: 14.4
Kohn-Sham gap (alpha / beta) in eV: 10.564 / 5.576
HOMO level (alpha / beta) in eV: -17.87 / -17.86
Spin multiplicity: 2

Each line ends with the Löwdin charge.
CARTESIAN COORDINATES (ANGSTROEM)
O (2.18678, 0.05114, 0.38487)  0.339
N (-0.68191, -0.30678, -1.23155)  0.081
N (0.95121, 1.13950, 1.94873)  0.270
N (-2.98651, -0.54704, -0.95002)  0.202
N (-1.61826, -2.41134, -0.78925)  0.224
C (2.73441, -0.36555, 2.63637)  0.071
C (-0.72583, 1.06096, -1.80248)  -0.166
C (1.91388, 0.26125, 1.56179)  -0.406
C (-1.72444, -1.11308, -0.99379)  -0.397
C (-0.02140, 2.06406, -0.91211)  -0.076
H (3.05245, 0.39499, 3.34193)  0.128
H (0.26762, 3.02936, -1.41068)  0.125
H (-0.77222, -2.91812, -0.58134)  0.140
H (0.16287, -0.71431, -0.86040)  0.132
H (1.03436, 1.70672, -0.83571)  0.081
H (-3.14125, 0.19769, -1.61393)  0.108
H (3.74174, -0.61664, 2.26105)  0.129
H (-1.73722, 1.40919, -2.04576)  0.126
H (-2.39946, -3.05665, -0.84259)  0.151
H (0.99068, 1.17134, 2.96391)  0.152
H (-0.11822, 0.94573, -2.72825)  0.149
H (2.45436, -1.26825, 3.15743)  0.127
H (-3.74535, -1.22250, -1.02837)  0.135
H (0.18988, 1.52862, 1.41698)  0.101
H (-0.53704, 2.42382, -0.03277)  0.075

=====

The following is a quantum chemistry calculation of the ion C5H15N4S with charge +1, from OMol25.

Output
Max |F| in eV/Å: 6.06
Net charge: +1
SMILES: CNC(N(C)SN)=[N+](C)C
E_LUMO in eV: -2.897
Relative energy (zero: lowest compared OMol25 entry of this formula, charge and spin) in kcal/mol: 3.2
Kohn-Sham gap in eV: 9.844
HOMO level in eV: -12.74
Spin multiplicity: 1

Each line ends with the Löwdin charge.
CARTESIAN COORDINATES (ANGSTROEM)
S (-1.57295, 1.55975, 0.73593)  0.914
N (-0.31799, 2.69743, 0.86558)  -0.288
N (-0.81728, 0.13792, 1.11339)  -0.449
N (1.45177, -0.07825, -0.07669)  0.045
N (-0.55529, -0.59003, -1.21879)  -0.138
C (-1.98345, -0.86664, -1.25163)  -0.011
C (0.10744, -0.26387, -0.17436)  -0.212
C (0.11913, -0.83881, -2.44901)  0.004
C (-0.42184, -0.16444, 2.46367)  -0.121
C (2.24433, 0.49282, 0.95933)  -0.084
H (0.90016, -0.19600, -2.60722)  0.076
H (0.58592, -1.82240, -2.46781)  0.129
H (-2.53416, -0.32134, -0.43875)  0.058
H (-2.36821, -0.50781, -2.10621)  0.050
H (-0.50027, -1.22549, 2.54305)  0.092
H (0.02272, 3.07080, -0.03565)  0.055
H (-1.23174, 0.31767, 3.10807)  0.116
H (2.16853, -0.19077, 1.86375)  0.112
H (-2.04479, -2.06708, -1.21339)  0.171
H (3.21419, 0.64594, 0.61552)  0.069
H (2.02887, -0.37940, -0.93194)  0.181
H (-0.50852, -0.80964, -3.21963)  0.066
H (-0.54403, 3.41009, 1.51780)  0.018
H (0.40419, 0.38812, 2.76976)  0.038
H (2.00411, 1.56165, 1.28707)  0.107

=====

Number 1: calculated total energy -9897.371 eV. Number 2: calculated total energy -9896.812 eV. Number 3: calculated total energy -11945.498 eV. Number 4: calculated total energy -11926.931 eV. Number 5: calculated total energy -20715.451 eV. Number 6: calculated total energy -11378.337 eV. Number 7: calculated total energy -13418.088 eV. Number 8: calculated total energy -22215.254 eV.